Entry 1:
A cluster of 7 separate species, C24H47NO10 in total, computed with ωB97M-V/def2-TZVPD.

**SMILES**: C[C@]1(COO)C[C@@H](O)C(=O)N1.CC(C)=O.CC(C)=O.CC(C)=O.CC(C)=O.CC(C)=O.CC(C)=O
**Strongest force on any atom**: 1.58 eV/Å
**Calculated total energy**: -47612.4853 eV
**Gap between HOMO and LUMO**: 9.62 eV

XYZ file:
```
82
Properties=species:S:1:pos:R:3:forces:R:3:mulliken_charge:R:1
C 3.51577 -0.97738 0.66062 -0.172 0.044 0.139 -1.34
C 3.32463 -1.43600 -0.77828 0.395 0.669 -0.448 1.41
C 4.57327 -1.14792 -1.63315 -0.140 -0.850 0.382 -1.32
O 4.62453 0.13288 -2.19880 -0.299 0.245 -0.217 -0.03
O 4.79936 1.09641 -1.16344 0.584 0.094 0.085 -0.37
C 2.08864 -0.89162 -1.48648 -0.245 -1.561 -0.110 -1.47
C 0.95662 -1.75717 -0.90120 0.522 1.012 -0.014 0.95
O -0.03623 -2.06984 -1.84803 -0.150 -0.444 0.379 -0.58
C 1.69349 -3.01163 -0.39797 -0.100 -0.548 -0.001 -0.10
O 1.24019 -3.93330 0.25299 0.267 0.605 -0.611 -0.67
N 3.02704 -2.88391 -0.79298 0.033 0.399 1.003 -0.38
H 3.56816 0.09915 0.76261 0.115 -0.096 0.009 0.25
H 4.43817 -1.40684 1.04653 0.179 0.017 0.089 0.45
H 2.71532 -1.32110 1.31524 -0.194 -0.083 -0.033 0.41
H 5.47460 -1.37877 -1.06129 0.190 0.236 0.088 0.34
H 4.54239 -1.83894 -2.47138 -0.027 0.146 -0.356 0.45
H 3.91130 1.30742 -0.84371 -0.173 -0.057 -0.024 0.20
H 1.92802 0.17612 -1.46519 -0.021 0.209 0.121 0.41
H 2.18632 -1.27155 -2.50406 0.089 0.518 -0.386 0.61
H 0.56710 -1.18885 -0.05430 -0.465 -0.411 0.266 0.12
H -0.03625 -1.37000 -2.49973 -0.120 0.175 -0.196 0.37
H 3.65157 -3.34744 -0.14139 -0.097 -0.577 -0.242 0.38
C 3.86484 3.71368 2.93292 -0.019 -0.228 0.029 -1.20
C 3.68473 3.29477 1.49758 0.031 0.092 0.013 0.77
C 3.67960 4.38839 0.46059 -0.038 -0.196 -0.124 -1.12
O 3.55245 2.12926 1.19533 -0.096 0.200 -0.068 -0.46
H 3.85081 2.83556 3.57345 -0.002 -0.010 -0.004 0.29
H 4.81799 4.23015 3.05367 -0.053 0.116 -0.005 0.35
H 3.05805 4.38576 3.22834 0.071 0.106 -0.012 0.35
H 4.62606 4.92951 0.48719 -0.042 0.096 0.065 0.33
H 2.86588 5.08692 0.66050 0.076 0.084 0.057 0.36
H 3.54670 3.95940 -0.52978 0.009 -0.011 -0.005 0.25
C 4.47777 -1.21253 -7.35934 -0.071 -0.161 0.125 -1.17
C 4.17815 -0.53891 -6.04111 0.058 0.113 -0.024 0.81
C 4.45541 0.94215 -5.94884 -0.090 -0.022 0.187 -1.01
O 3.73856 -1.15378 -5.10027 -0.092 -0.162 0.088 -0.49
H 4.23560 -2.27008 -7.28969 -0.005 -0.006 0.010 0.30
H 3.88267 -0.76046 -8.15421 0.096 0.070 -0.043 0.34
H 5.53533 -1.10262 -7.60373 -0.020 0.094 -0.080 0.34
H 3.85885 1.48172 -6.68653 0.101 0.009 -0.084 0.36
H 5.51214 1.13721 -6.13732 -0.018 0.038 -0.115 0.32
H 4.20144 1.29367 -4.95156 0.018 -0.026 0.022 0.18
C -1.37419 -2.50337 1.56502 0.030 0.184 0.274 -0.77
C -2.15883 -3.05238 2.72032 0.048 0.000 -0.069 0.61
C -2.71382 -4.44656 2.55994 -0.084 0.029 0.236 -1.30
O -2.34514 -2.41662 3.73674 -0.059 0.030 0.006 -0.54
H -1.03211 -1.49777 1.80083 -0.102 0.053 0.010 0.29
H -0.50529 -3.13147 1.36817 -0.117 -0.155 -0.142 0.35
H -2.00081 -2.46152 0.67361 0.101 -0.061 -0.083 0.33
H -1.89936 -5.15322 2.39548 -0.014 0.001 -0.143 0.34
H -3.38905 -4.48167 1.70380 0.095 -0.052 -0.085 0.34
H -3.25877 -4.72889 3.45816 0.000 0.009 0.007 0.35
C -4.97582 1.33472 -0.17960 0.223 -0.175 -0.064 -1.13
C -4.08972 0.37355 0.57398 -0.087 0.044 0.038 0.87
C -4.51852 0.00110 1.97397 0.215 -0.133 -0.051 -0.77
O -3.08146 -0.07745 0.08016 0.034 0.001 -0.029 -0.49
H -4.56239 1.52342 -1.16404 0.007 0.037 -0.019 0.23
H -5.97614 0.91124 -0.28731 -0.056 0.088 0.099 0.34
H -5.04798 2.28130 0.35698 -0.128 -0.010 0.024 0.32
H -5.50177 -0.47190 1.94913 -0.063 0.110 0.037 0.33
H -4.57417 0.89578 2.59606 -0.134 0.012 -0.008 0.32
H -3.80112 -0.68855 2.41253 0.014 0.008 0.022 -0.03
C -6.94930 4.60405 -3.95284 0.040 0.050 0.197 -1.14
C -6.00063 3.52136 -3.49738 -0.025 0.001 -0.059 0.83
C -5.65970 2.44678 -4.50213 0.109 -0.054 0.172 -1.04
O -5.53643 3.51396 -2.38226 0.004 0.058 0.004 -0.50
H -7.11100 5.30951 -3.14175 0.005 0.000 0.012 0.30
H -6.52926 5.13331 -4.80937 -0.072 -0.061 -0.084 0.33
H -7.90565 4.16629 -4.24267 0.025 0.007 -0.124 0.33
H -5.18915 2.89133 -5.38026 -0.104 -0.006 -0.070 0.33
H -6.56555 1.92451 -4.81340 -0.008 0.062 -0.110 0.32
H -4.97319 1.73295 -4.05334 0.005 0.000 0.009 0.25
C -1.35881 -2.46774 6.81110 -0.081 -0.157 0.209 -0.86
C -1.72343 -1.97254 8.18667 0.050 -0.007 -0.055 0.77
C -1.56369 -0.48990 8.43694 -0.079 -0.052 0.191 -1.06
O -2.12603 -2.71463 9.05156 -0.025 -0.017 0.050 -0.56
H -1.51718 -3.54198 6.75919 -0.003 -0.012 -0.003 0.29
H -1.97831 -1.98479 6.05651 0.114 0.057 -0.080 0.20
H -0.30980 -2.25057 6.60184 -0.034 0.110 -0.088 0.33
H -2.19198 0.07478 7.74664 0.098 0.026 -0.081 0.30
H -0.52346 -0.19595 8.28896 -0.021 0.048 -0.116 0.31
H -1.85801 -0.26002 9.45825 -0.003 -0.011 0.008 0.30
```
Forces are in eV/Å.

---

Entry 2:
A cluster of 2 separate species, C6H15S in total, computed with ωB97M-V/def2-TZVPD.

**ΔE to the lowest compared entry with this formula, charge and spin**: 10.8 kJ/mol
**Strongest force on any atom**: 1.01 eV/Å
**Charge**: -1
**Calculated total energy**: -17301.3405 eV
**Gap between HOMO and LUMO**: 6.62 eV

XYZ file:
```
22
Properties=species:S:1:pos:R:3:forces:R:3:mulliken_charge:R:1
C 0.89130 1.97562 -0.70502 -0.736 -0.684 -0.131 -1.08
C 1.61991 0.78993 -0.05977 0.222 0.421 0.257 -0.40
C 1.45669 0.79525 1.46437 -0.031 0.076 -0.215 -0.49
C 1.93585 -0.49504 2.10789 0.013 -0.172 -0.095 -1.13
H -0.15445 1.77622 -0.44089 -0.040 0.295 -0.045 0.19
H 0.89938 1.92328 -1.79778 0.277 0.081 0.009 0.32
H 1.12838 2.99379 -0.39009 0.414 -0.131 0.181 0.34
H 2.68603 0.71287 -0.31347 -0.008 0.187 -0.062 0.43
H 1.11870 -0.10481 -0.42852 0.055 -0.068 -0.042 0.14
H 0.38817 0.87340 1.67972 0.008 0.185 -0.001 0.23
H 1.95207 1.68003 1.88660 0.025 -0.066 0.033 0.42
H 1.27305 -1.29380 1.76548 0.046 -0.035 0.078 0.22
H 1.88273 -0.45233 3.19937 0.040 -0.008 -0.038 0.32
H 2.95750 -0.75907 1.81293 0.038 0.100 0.062 0.33
C -2.59288 -1.09667 -1.99008 -0.372 0.063 -0.098 -1.03
C -2.57315 -1.60218 -0.55708 0.944 0.060 0.269 -0.43
S -1.30987 -0.70734 0.43117 -0.408 -0.091 0.049 -0.63
H -1.60662 -1.20746 -2.44349 0.009 -0.030 0.040 0.24
H -2.83015 -0.03003 -1.99266 0.007 0.001 -0.048 0.24
H -3.33218 -1.61702 -2.61988 0.041 0.000 0.040 0.35
H -2.24810 -2.64718 -0.54271 -0.409 -0.090 -0.073 0.18
H -3.54237 -1.50745 -0.06609 -0.134 -0.093 -0.171 0.23
```
Forces are in eV/Å.

---

Entry 3:
A structure of composition C25H39Ge2O2ReS5Se2, computed with ωB97M-V/def2-TZVPD.

**2S+1**: 2
**ΔE to the lowest compared entry with this formula, charge and spin**: 136.3 kJ/mol
**Strongest force on any atom**: 0.79 eV/Å
**Charge**: +1
**Calculated total energy**: -330675.2674 eV
**Gap between HOMO and LUMO (alpha / beta)**: 5.38 / 5.37 eV

XYZ file:
```
76
Properties=species:S:1:pos:R:3:forces:R:3:mulliken_charge:R:1
Re -0.59794 -0.37565 -0.71205 0.358 -0.704 0.062 0.46
C -0.80360 2.26822 3.86258 0.040 -0.026 0.106 -1.29
C -1.18960 1.76039 2.47415 -0.021 -0.001 -0.092 -0.20
Ge -0.31161 0.04406 2.03197 0.078 0.187 0.088 0.14
C -1.15681 -1.50495 2.94008 -0.033 0.012 -0.110 -0.26
C -0.82693 -1.55612 4.42787 0.011 0.045 0.101 -1.34
C 1.49877 0.10805 2.71888 0.107 0.011 -0.098 -0.29
C 2.54172 -0.09683 1.90703 -0.215 -0.042 0.169 0.40
Ge 1.96611 -0.27434 0.04946 0.100 0.070 0.027 0.01
C 2.33913 -2.03899 -0.76135 -0.245 -0.005 -0.077 -0.26
C 3.72522 -2.61978 -0.48196 0.077 -0.035 0.036 -1.37
C 2.24620 1.45528 -0.87253 -0.104 0.053 0.023 0.62
C 3.70627 1.82987 -1.13385 0.072 -0.012 0.009 -1.33
C 3.95625 -0.12296 2.34014 0.034 -0.038 -0.073 0.28
C 4.97802 -0.16743 1.39598 0.080 0.010 0.005 0.34
C 6.31260 -0.18150 1.77444 0.002 0.002 -0.023 -1.32
C 6.64758 -0.15854 3.11744 -0.007 -0.005 0.028 -0.54
C 5.63987 -0.12669 4.07439 0.021 0.003 -0.012 -0.79
C 4.31131 -0.11114 3.69142 0.031 -0.011 0.026 -0.57
H -1.26218 3.23969 4.05208 -0.010 -0.002 -0.008 0.42
H 0.27561 2.39566 3.95682 -0.004 0.003 -0.004 0.30
H -1.13065 1.59752 4.65866 0.009 -0.006 -0.030 0.26
H -0.89933 2.49316 1.72001 0.006 -0.037 -0.030 0.39
H -2.27201 1.64219 2.40209 -0.001 -0.028 -0.011 0.21
H -0.81122 -2.41189 2.44303 0.024 0.021 -0.013 0.41
H -2.23650 -1.44446 2.78050 -0.001 0.008 -0.026 0.17
H 0.24922 -1.60641 4.59759 -0.003 -0.003 -0.004 0.34
H -1.26742 -2.44240 4.88752 -0.012 -0.001 -0.012 0.41
H -1.21150 -0.68953 4.96790 0.014 -0.004 -0.025 0.27
H 1.64888 0.28691 3.78109 -0.009 0.027 0.017 0.54
H 2.14774 -1.97948 -1.83275 0.073 0.025 -0.014 0.37
H 1.58455 -2.72236 -0.34879 -0.008 0.038 -0.026 0.41
H 4.51233 -2.02862 -0.94967 -0.008 -0.007 0.006 0.34
H 3.78641 -3.62805 -0.89258 -0.001 -0.008 0.005 0.43
H 3.93693 -2.67928 0.58548 0.004 0.009 -0.015 0.37
H 1.77758 2.20522 -0.22801 0.011 -0.043 0.028 0.30
H 1.69923 1.45906 -1.80857 -0.027 -0.034 -0.080 -0.53
H 4.27205 1.93557 -0.20995 0.003 0.007 -0.004 0.39
H 3.74425 2.78729 -1.65516 -0.002 -0.005 -0.008 0.42
H 4.20829 1.09540 -1.76646 0.011 -0.005 0.017 0.34
H 4.74317 -0.19097 0.33843 -0.031 0.009 0.024 0.52
H 7.08638 -0.21211 1.01879 0.006 0.000 0.001 0.41
H 7.68536 -0.17171 3.42191 0.004 0.001 -0.005 0.41
H 5.89301 -0.11786 5.12608 0.004 -0.001 0.004 0.42
H 3.55154 -0.09870 4.46094 -0.037 -0.003 -0.019 0.37
O -4.31667 1.04929 -2.89247 -0.027 0.001 0.061 -0.55
C -4.23879 -0.23194 -2.29384 -0.129 -0.018 -0.029 -0.93
C -4.39463 -0.05574 -0.78173 0.060 0.026 -0.056 2.30
C -5.90401 0.14274 -0.48991 0.000 0.059 -0.055 -1.50
O -6.17202 0.45179 0.86290 0.093 0.004 0.050 -0.54
C -3.95439 -1.30444 -0.02714 -0.074 -0.054 0.020 -1.57
Se -2.11793 -2.01644 -0.19953 -0.162 0.037 0.090 -0.07
C -3.68540 1.19600 -0.25664 0.179 0.004 0.096 -1.78
Se -1.88309 1.52773 -0.95923 -0.322 0.300 -0.098 0.02
H -4.32668 0.95567 -3.85045 -0.017 0.035 -0.038 0.34
H -3.29069 -0.72642 -2.53519 0.042 0.061 0.037 0.04
H -5.04887 -0.87405 -2.66118 0.058 -0.077 0.018 0.48
H -6.46127 -0.74148 -0.81696 0.042 -0.009 0.004 0.51
H -6.24569 0.99100 -1.08475 -0.010 -0.019 0.002 0.48
H -6.30749 -0.35750 1.36325 -0.080 0.003 -0.003 0.35
H -4.59411 -2.15815 -0.25823 0.036 0.003 -0.097 0.52
H -4.01309 -1.12425 1.04774 -0.073 -0.016 -0.013 0.57
H -3.63037 1.18275 0.82909 -0.039 -0.016 0.001 0.72
H -4.22207 2.09450 -0.55754 -0.011 -0.022 -0.020 0.63
C -1.08525 -1.85182 -6.27755 0.019 0.005 -0.060 -0.84
S -2.33930 -1.09234 -5.21575 -0.010 -0.029 0.126 0.10
C -1.55187 0.43753 -4.84748 0.039 -0.007 -0.125 -0.03
C -0.58561 0.65152 -3.94012 -0.078 -0.245 0.101 -0.10
S 0.12783 -0.59465 -2.90722 0.036 0.403 -0.011 -0.39
S 0.05383 2.26520 -3.84153 -0.020 0.145 -0.104 0.10
C -0.98064 3.00071 -5.05104 0.032 -0.051 0.026 0.05
S -0.91593 4.56989 -5.45285 -0.021 -0.068 0.042 -0.16
S -2.04818 1.82852 -5.78096 0.046 0.052 0.033 -0.06
H -1.50935 -2.79037 -6.62983 -0.017 -0.002 0.023 0.39
H -0.17958 -2.05350 -5.71099 0.004 0.005 0.003 0.22
H -0.87304 -1.21657 -7.13400 -0.002 0.018 0.013 0.31
```
Forces are in eV/Å.

---

> Among the records above, which one has the highest strongest force on any atom?

C24H47NO10

---

> Number 1 is which compound?

C24H47NO10

---

> calculated total energy of number 3 (C25H39Ge2O2ReS5Se2)?

-330675.2674 eV